# C3H6I2S

A cluster of 2 separate species, C3H6I2S in total (ωB97M-V/def2-TZVPD, OMol25).

## Properties
- orbital gap (alpha / beta) (eV) = 6.47 / 5.60
- multiplicity = 3
- LUMO (alpha / beta) (eV) = -1.0 / -3.7
- electronic energy (eV) = -30240.7172
- relative energy (zero: lowest compared OMol25 entry of this formula, charge and spin) (kJ/mol) = 67.0
- net charge = 0

XYZ file:
```
12
C3H6I2S, DFT ωB97M-V/def2-TZVPD
C -1.87 -0.64 1.17
C 1.80 1.03 -0.74
C -0.70 -1.00 0.26
S 0.65 -1.91 0.52
I -1.50 -0.20 -1.93
I 3.30 1.32 -2.30
H -2.10 0.47 1.34
H -1.64 -0.79 2.23
H -2.80 -1.09 0.87
H 1.45 -0.02 -0.92
H 1.04 1.80 -0.78
H 2.37 1.03 0.27
```



# C3H6I2Si

A structure of composition C3H6I2Si (ωB97M-V/def2-TZVPD, OMol25).

## Properties
- orbital gap (eV) = 7.66
- LUMO (eV) = -0.5
- electronic energy (eV) = -27285.4769
- relative energy (zero: lowest compared OMol25 entry of this formula, charge and spin) (kJ/mol) = 366.7
- net charge = 0

XYZ file:
```
12
C3H6I2Si, DFT ωB97M-V/def2-TZVPD
C 0.89 -1.99 0.83
C 2.01 -1.46 0.30
C -2.53 1.85 -0.78
Si 1.96 -0.15 -1.01
I 3.14 1.56 0.37
I -0.90 0.98 0.36
H 0.81 -2.76 1.61
H -0.14 -2.00 0.44
H 3.04 -1.60 0.67
H -2.66 1.03 -1.59
H -3.30 1.64 -0.06
H -2.32 2.91 -1.14
```